[1]
Below is a cluster of 3 separate species, C4H15N2O2 in total, with properties calculated with ωB97M-V/def2-TZVPD.

Structure (XYZ):
```
23
Properties=species:S:1:pos:R:3:forces:R:3
N 1.147491 0.197337 0.343398 -2.026 1.801 1.005
C 0.325749 0.021388 1.488930 0.708 -3.520 0.529
C -0.862016 -1.096693 1.421526 0.914 -0.478 0.993
N -1.559098 -1.415908 0.175146 1.373 3.177 0.311
C -2.592776 -0.529565 -0.237875 -1.180 0.917 0.632
C -2.195973 0.515355 -1.360027 -1.972 -2.382 -4.636
O -0.781726 0.868339 -1.632344 -2.512 -0.004 5.956
H 1.947654 0.788565 0.507009 1.242 -0.081 -0.116
H -0.065819 0.924774 1.957010 -0.012 1.064 -0.362
H 0.592547 0.480755 -0.485620 0.678 -0.814 -0.953
H 0.981984 -0.388651 2.326991 -0.606 0.540 -0.741
H -1.502030 1.760609 0.990829 -0.097 0.262 0.081
H -0.358789 -1.991864 1.819584 -0.262 -0.057 -0.532
H -1.556177 -0.789104 2.203297 -0.327 -0.046 -0.322
H -0.932213 -1.581401 -0.615222 -0.038 -1.249 -0.088
H -3.485046 -1.124886 -0.560080 0.541 0.408 -0.296
H -2.952140 0.185789 0.508575 0.090 -1.167 1.098
H -2.913943 1.354487 -1.261260 0.817 -0.064 0.199
H -2.483773 -0.015811 -2.261436 -0.221 0.343 -0.445
H -1.048626 1.031907 -0.573989 3.048 1.348 -2.390
H 5.735548 1.017479 0.567540 -0.270 -0.002 -0.169
H 6.144153 0.551723 -0.780205 0.023 -0.138 -0.459
O 5.348572 0.747811 -0.280155 0.089 0.141 0.705
```
Forces are in eV/Å.

As for the spin multiplicity: 2. As for the charge: +2. The relative energy (zero: lowest compared OMol25 entry of this formula, charge and spin) comes out at 237.2 kcal/mol. The orbital gap (spin up / spin down) is 0.2143 / 0.1225 Ha.

***

[2]
Below is a structure of composition C29H24ClCsN10O5, with properties calculated with ωB97M-V/def2-TZVPD.

Structure (XYZ):
```
70
Properties=species:S:1:pos:R:3:forces:R:3
Cs -1.533418 1.091430 -0.704874 0.377 -0.945 -0.625
N -2.280369 0.891775 4.226200 -0.097 0.071 -0.053
C -1.864168 0.746736 2.943573 0.140 -0.156 0.194
N -1.105721 -0.191954 2.518885 0.026 -0.012 -0.361
C -0.663285 -1.176518 3.408967 0.313 -0.040 -0.892
N 0.131832 -2.110584 3.054102 -0.198 -0.095 1.822
N 0.645454 -2.345855 1.857259 0.108 0.043 -1.400
C 1.890902 -2.137053 1.717102 -0.018 0.273 0.390
C 2.725427 -2.481593 0.554048 0.327 -0.263 -0.427
C 4.052267 -2.840961 0.807425 -0.274 -0.260 0.006
C 4.917343 -3.058724 -0.245085 -0.012 -0.143 -0.101
C 4.460104 -2.865115 -1.538605 0.024 -0.170 0.103
C 3.121752 -2.560145 -1.703647 -0.267 -0.003 0.088
N 2.265433 -2.404307 -0.694820 -0.453 0.254 -0.075
C -1.083722 -1.096437 4.816334 -0.146 0.279 0.171
C -0.645227 -1.983228 5.796723 -0.005 -0.047 0.025
C -1.005804 -1.807547 7.118465 0.015 -0.073 -0.001
C -1.832218 -0.748114 7.480505 -0.061 0.070 -0.048
C -2.277077 0.144739 6.525918 -0.032 0.014 0.043
C -1.889896 -0.018547 5.198942 0.165 -0.292 0.084
H -2.834874 1.684799 4.498743 -0.013 0.040 -0.106
H -2.209159 1.501316 2.246140 -0.041 0.134 0.068
H 2.459494 -1.672925 2.529600 -0.067 -0.152 0.130
H 4.384509 -2.969687 1.827932 0.017 0.047 0.050
H 5.937818 -3.366332 -0.058443 0.017 0.058 -0.009
H 5.107105 -2.984639 -2.395822 0.019 0.030 -0.006
H 2.699512 -2.432130 -2.695296 0.049 -0.030 -0.008
H -0.005949 -2.801246 5.493966 0.010 0.016 -0.003
H -0.641878 -2.484773 7.879193 -0.014 -0.049 -0.036
H -2.127096 -0.619229 8.513333 0.009 0.020 0.004
H -2.918125 0.974945 6.797984 0.015 0.008 0.020
O 0.937774 5.649133 -2.694179 -0.131 0.082 -0.011
C 2.187693 5.470998 -2.303165 0.201 -0.031 -0.065
O 3.040702 6.306938 -2.483324 -0.094 -0.010 -0.003
C 2.505795 4.169451 -1.651008 -0.061 -0.034 0.030
C 3.765587 3.625500 -1.531031 -0.216 0.089 -0.010
Cl 5.231130 4.279643 -2.084420 0.129 0.027 0.075
N 3.650453 2.443286 -0.869551 -0.031 0.177 -0.214
N 2.359943 2.211122 -0.540367 -0.213 -0.125 0.277
C 1.664354 3.229939 -0.993968 0.350 0.128 -0.215
C 0.163913 3.275934 -0.837489 0.711 1.027 0.091
O -0.474895 3.626739 -1.864300 -0.053 0.003 -0.024
O -0.328528 2.920615 0.240156 1.356 1.895 1.216
C 4.630048 1.504581 -0.451179 0.135 -0.213 0.076
C 4.347593 0.742977 0.681590 -0.006 0.104 -0.013
C 5.267064 -0.184131 1.136233 0.108 0.312 0.094
C 6.455057 -0.390804 0.450188 0.050 0.133 0.028
C 6.715654 0.346559 -0.692945 0.084 -0.057 0.131
C 5.822081 1.309089 -1.139807 -0.110 -0.038 -0.074
H 0.352758 4.866936 -2.473546 0.073 -0.039 -0.040
H 3.402846 0.896626 1.182234 0.012 0.016 0.060
H 5.058362 -0.730600 2.047250 0.014 0.031 -0.057
H 7.174898 -1.118106 0.803583 -0.004 -0.002 0.003
H 7.631650 0.172133 -1.242451 0.011 0.078 -0.018
H 6.059879 1.889905 -2.015522 -0.068 -0.073 -0.051
C -3.530683 -4.022003 -3.548036 0.158 0.038 0.023
N -3.330807 -3.021544 -2.524194 0.096 -0.173 -0.059
C -4.283886 -1.969456 -2.242542 -0.068 0.218 0.101
C -3.428715 -1.006423 -1.403608 -0.787 -0.593 -0.296
O -3.822196 0.036150 -0.907243 -1.779 -0.870 -0.209
N -2.179918 -1.506499 -1.317054 0.574 -0.877 0.125
C -2.147647 -2.661077 -1.976081 -0.834 0.560 0.076
N -1.034811 -3.366544 -2.070810 0.907 -0.015 0.336
H -4.599024 -4.178429 -3.673316 0.015 -0.073 0.002
H -3.079007 -4.969859 -3.252652 -0.061 -0.031 -0.015
H -3.105577 -3.710025 -4.507215 -0.040 -0.025 0.002
H -5.130832 -2.331806 -1.657294 -0.024 0.015 -0.043
H -4.653258 -1.476086 -3.144508 0.027 -0.018 -0.008
H -0.239326 -3.046435 -1.498691 -0.435 -0.277 -0.423
H -1.025028 -4.282351 -2.481154 0.070 0.016 0.052
```
Forces are in eV/Å.

The relative energy (zero: lowest compared OMol25 entry of this formula, charge and spin) comes out at 71.0 kcal/mol. The orbital gap is 0.2923 Ha.

***

[3]
Below is a cluster of 2 separate species, C4H12 in total, with properties calculated with ωB97M-V/def2-TZVPD.

Structure (XYZ):
```
16
Properties=species:S:1:pos:R:3:forces:R:3
C -0.868956 1.521349 -0.084949 -0.111 0.184 0.119
C -1.034521 3.040369 -0.204342 -0.065 -0.090 0.549
H -1.831792 1.019523 -0.156862 0.059 -0.158 -0.290
H -0.462982 1.219632 0.872288 0.198 0.028 0.227
H -0.181896 1.173445 -0.850599 -0.135 -0.335 -0.089
H -0.410360 3.415841 -1.003263 -0.147 0.282 -0.298
H -0.721177 3.555779 0.700838 0.109 0.000 0.113
H -2.079932 3.315031 -0.339120 0.090 0.092 -0.332
C 0.533913 -1.909796 0.669579 0.256 0.485 0.497
C 1.366629 -2.654444 -0.369114 -0.026 -0.592 0.275
H -0.398657 -1.528649 0.268976 -0.277 -0.224 -0.177
H 1.032217 -1.008924 1.058824 0.107 -0.297 -0.166
H 0.304671 -2.531747 1.538892 0.012 0.018 -0.112
H 1.219164 -2.232374 -1.363470 0.291 -0.011 0.030
H 1.075259 -3.713526 -0.404284 -0.168 0.270 -0.165
H 2.430527 -2.697376 -0.102692 -0.192 0.347 -0.183
```
Forces are in eV/Å.

Its SMILES is CC.CC. The relative energy (zero: lowest compared OMol25 entry of this formula, charge and spin) comes out at 5.0 kcal/mol. The orbital gap is 0.4698 Ha.

***

[4]
Below is a structure of composition C21H30N9RhSeTe, with properties calculated with ωB97M-V/def2-TZVPD.

Structure (XYZ):
```
63
Properties=species:S:1:pos:R:3:forces:R:3
Rh -0.095341 0.743389 -0.529619 -0.177 -0.135 -0.215
C 2.482567 3.416549 1.297893 0.054 0.100 -0.250
N 1.879330 3.081810 2.575457 -0.158 -0.222 0.055
C 2.447454 3.280776 3.808826 0.012 0.090 0.254
C 1.569888 2.823410 4.731309 0.181 0.007 0.001
N 0.479276 2.337863 4.051158 0.092 0.029 -0.182
C -0.672685 1.710503 4.681570 -0.220 -0.155 0.158
C 0.678827 2.495933 2.731786 0.222 0.102 -0.059
Se -0.592054 2.163728 1.396999 -0.319 0.232 0.501
H 3.497710 3.763331 1.466598 -0.005 -0.005 0.059
H 1.914235 4.200952 0.798533 -0.032 -0.006 0.061
H 2.505897 2.536637 0.657670 0.023 -0.003 0.068
H 3.406874 3.748637 3.945274 0.007 -0.038 -0.093
H 1.643071 2.797253 5.804397 -0.064 -0.002 -0.010
H -0.834702 2.161618 5.656747 0.049 0.052 -0.023
H -0.497625 0.643053 4.811944 0.032 0.020 -0.046
H -1.557721 1.862766 4.071314 0.031 0.035 -0.027
C -3.145047 -0.198110 0.473906 -0.186 0.090 0.065
N -4.032654 -1.198847 1.017837 -0.127 0.056 0.042
C -4.342238 -2.189118 -0.016965 0.097 0.043 0.038
N -3.113582 -2.832533 -0.492311 -0.044 -0.123 -0.105
C -2.229128 -1.828678 -1.027570 -0.077 -0.132 -0.113
N -1.860460 -0.803203 -0.002124 0.634 0.484 -0.287
C -1.246602 -1.530157 1.155656 -0.099 -0.227 0.182
N -2.135061 -2.533007 1.691471 0.055 -0.074 0.124
C -3.370672 -1.877202 2.132723 0.017 0.021 -0.020
C -2.462725 -3.498529 0.638089 -0.027 0.099 -0.003
H -2.922748 0.545237 1.240003 0.065 -0.031 0.007
H -3.631468 0.296845 -0.368707 0.070 -0.005 -0.045
H -4.845962 -1.702041 -0.852915 0.005 0.010 0.007
H -5.004522 -2.946515 0.399584 -0.014 0.000 -0.016
H -2.710298 -1.324204 -1.867398 0.037 0.057 0.014
H -1.317714 -2.315324 -1.386060 -0.008 0.013 0.052
H -1.010203 -0.804684 1.936055 -0.001 0.054 -0.059
H -0.320534 -2.004022 0.819338 -0.021 0.020 -0.037
H -3.129699 -1.147325 2.908842 -0.011 -0.002 -0.012
H -4.045774 -2.620798 2.554956 0.014 -0.010 -0.025
H -3.133259 -4.255138 1.043206 0.006 -0.006 -0.010
H -1.548426 -3.987339 0.295487 0.001 0.008 0.007
N 0.287460 5.704324 -2.927346 -0.022 0.049 -0.015
C 0.922613 4.555103 -2.650383 0.099 -0.302 0.050
C 0.242567 3.419809 -2.146292 -0.097 0.109 -0.098
N 0.896696 2.305864 -1.860545 -0.217 -0.123 0.220
C 2.222413 2.268579 -2.061715 0.160 0.042 -0.096
C 2.877472 3.385335 -2.556986 -0.163 -0.106 0.056
N 2.244156 4.509833 -2.837896 -0.001 0.215 -0.053
H -0.713701 5.777320 -2.916514 0.009 0.009 0.001
H 0.823979 6.452613 -3.334781 -0.032 0.009 -0.015
H -0.828676 3.441556 -1.989839 0.010 -0.020 0.055
H 2.758624 1.359194 -1.834356 -0.021 -0.021 0.033
H 3.946924 3.368374 -2.730170 -0.004 -0.025 0.009
Te 1.130686 -1.098191 -1.899081 0.298 -0.792 -0.441
C 1.870219 -3.001122 -2.424484 -0.136 0.469 0.115
C 2.872690 -3.651836 -1.711840 0.035 0.042 0.173
C 3.329816 -4.871879 -2.178288 0.031 -0.037 0.028
C 2.797142 -5.426237 -3.337150 -0.038 0.035 -0.022
C 1.794035 -4.766796 -4.038493 0.003 -0.035 0.009
C 1.329283 -3.543289 -3.591391 -0.071 0.087 -0.033
H 3.288719 -3.220897 -0.810984 0.002 0.000 -0.013
H 4.107099 -5.392303 -1.635426 0.003 0.003 -0.009
H 3.169136 -6.374988 -3.699636 -0.004 -0.005 0.018
H 1.376210 -5.197362 -4.938185 0.023 -0.020 0.003
H 0.558212 -3.016518 -4.139179 0.023 -0.026 -0.030
```
Forces are in eV/Å.

As for the spin multiplicity: 5. As for the charge: +2. The relative energy (zero: lowest compared OMol25 entry of this formula, charge and spin) comes out at 33.5 kcal/mol. The orbital gap (spin up / spin down) is 0.3106 / 0.2056 Ha.